{"formula": "C46H42F4LiN7Si2Te", "method": "ωB97M-V with the def2-TZVPD basis set", "charge": -2, "homo_lumo_gap_ev": 3.748, "total_energy_ha": -3415.51547, "relative_energy_ev": 3.098, "species": ["Li", "C", "C", "N", "C", "C", "C", "C", "C", "C", "C", "N", "C", "C", "C", "C", "C", "C", "C", "C", "N", "C", "H", "H", "H", "H", "H", "H", "H", "H", "H", "H", "H", "H", "F", "C", "C", "F", "C", "C", "C", "F", "C", "C", "C", "N", "C", "N", "F", "C", "C", "N", "C", "N", "C", "C", "C", "C", "C", "C", "Te", "C", "C", "C", "H", "H", "H", "H", "H", "H", "H", "H", "H", "H", "H", "C", "Si", "C", "C", "C", "Si", "C", "C", "C", "H", "H", "H", "H", "H", "H", "H", "H", "H", "H", "H", "H", "H", "H", "H", "H", "H", "H", "H"], "coordinates": [[-0.1726, -0.4719, 2.1124], [0.9495, -3.6579, -0.6464], [1.0010, -2.4648, 0.0982], [0.2261, -2.2401, 1.1318], [-0.6482, -3.1971, 1.5418], [-0.7500, -4.4340, 0.8752], [0.0704, -4.6290, -0.2573], [-1.6308, -5.4328, 1.3682], [-2.3345, -5.1739, 2.5097], [-2.2524, -3.9459, 3.1933], [-1.4452, -2.9036, 2.7339], [-1.2167, -1.6797, 3.2412], [-1.7418, -1.0974, 4.3396], [-2.8785, -1.4170, 5.0790], [-3.2673, -0.6567, 6.2001], [-2.5561, 0.4232, 6.6367], [-1.3933, 0.8096, 5.9185], [-0.5943, 1.9149, 6.2878], [0.5132, 2.2337, 5.5565], [0.8246, 1.4493, 4.4273], [0.0989, 0.4248, 4.0556], [-0.9963, 0.0781, 4.7823], [1.6036, -3.7899, -1.4983], [1.7144, -1.6824, -0.1449], [0.0010, -5.5664, -0.7989], [-1.7142, -6.3782, 0.8462], [-2.9904, -5.9384, 2.9132], [-2.8145, -3.8373, 4.1057], [-3.5156, -2.2306, 4.7732], [-4.1687, -0.9502, 6.7284], [-2.8621, 0.9931, 7.5062], [-0.8751, 2.4971, 7.1597], [1.1492, 3.0683, 5.8214], [1.7103, 1.6421, 3.8255], [-1.8207, 4.0865, -3.1796], [-2.4402, 2.9019, -3.0910], [-3.1715, 2.4777, -4.1394], [-3.2029, 3.2700, -5.1908], [-3.9598, 1.2517, -4.1870], [-3.8660, 0.5336, -3.0395], [-2.9176, 0.7860, -1.9478], [-3.4494, 0.4062, -0.7388], [-2.3340, 2.1602, -1.8820], [-1.7443, 2.6543, -0.7451], [-1.4595, 1.8082, 0.3690], [-1.1844, 1.0930, 1.2241], [-1.2661, 3.9963, -0.6149], [-0.9147, 5.0804, -0.4601], [-4.5115, -0.6339, -2.8991], [-4.7354, 0.9239, -5.3542], [-5.6826, -0.1263, -5.3528], [-6.4864, -0.9578, -5.3913], [-4.5510, 1.5488, -6.6071], [-4.4221, 2.0111, -7.6617], [-0.7801, 2.1022, -8.0099], [-0.7366, 1.4143, -6.6761], [-0.0523, 1.9581, -5.6009], [-0.0683, 1.3702, -4.3358], [0.7274, 2.0556, -3.2558], [-0.8148, 0.1966, -4.1537], [-1.1422, -0.5759, -2.2216], [-1.4652, -0.4093, -5.2499], [-2.2366, -1.6973, -5.1493], [-1.4150, 0.2170, -6.4864], [-0.0050, 2.8656, -8.0879], [-1.7561, 2.5744, -8.1498], [-0.6478, 1.3881, -8.8242], [0.5042, 2.8808, -5.7357], [0.3842, 3.0844, -3.1181], [1.7784, 2.1039, -3.5501], [0.6862, 1.5467, -2.2968], [-1.7241, -2.4356, -4.5344], [-2.3877, -2.1148, -6.1451], [-3.2195, -1.5427, -4.7101], [-1.9461, -0.2277, -7.3210], [4.2890, 0.4108, 5.0349], [4.0683, -0.7649, 3.5406], [5.8631, -1.2745, 3.1586], [3.1946, -2.2831, 4.2579], [3.1804, -0.1189, 2.1353], [3.6424, 1.0386, 0.8711], [4.0683, 2.8129, 1.4423], [5.1873, 0.5812, -0.1508], [2.2485, 1.2651, -0.4082], [4.8607, -0.0420, 5.8527], [3.3115, 0.7070, 5.4284], [4.8046, 1.3249, 4.7211], [6.3646, -1.6859, 4.0408], [6.4456, -0.4129, 2.8149], [5.8841, -2.0223, 2.3612], [3.6612, -2.6439, 5.1799], [3.1899, -3.0990, 3.5292], [2.1489, -2.0396, 4.4741], [2.1345, -0.4293, 2.1401], [4.8823, 2.7814, 2.1753], [3.2060, 3.2713, 1.9373], [4.3777, 3.4651, 0.6188], [6.0866, 0.6128, 0.4733], [5.3391, 1.2665, -0.9918], [5.0955, -0.4370, -0.5392], [2.3197, 2.2292, -0.9212], [1.2669, 1.2195, 0.0765], [2.2724, 0.4818, -1.1740]], "forces_ev_per_angstrom": [[0.3, -0.1, 0.5], [0.0, 0.0, 0.0], [0.1, 0.0, 0.0], [-0.2, 0.1, -0.1], [0.0, 0.1, 0.0], [0.0, -0.1, 0.0], [0.0, 0.0, 0.0], [0.0, 0.0, 0.0], [0.0, 0.0, 0.0], [0.0, 0.0, 0.0], [0.1, 0.0, 0.0], [-0.1, 0.0, -0.1], [0.0, 0.0, 0.0], [0.0, 0.0, 0.0], [0.0, 0.0, 0.0], [0.0, 0.0, 0.0], [0.0, 0.0, 0.0], [0.0, 0.0, 0.0], [0.0, 0.0, 0.0], [0.1, 0.0, 0.0], [-0.1, 0.0, -0.1], [0.0, 0.0, 0.0], [0.0, 0.0, 0.0], [0.0, 0.0, 0.0], [0.0, 0.0, 0.0], [0.0, 0.0, 0.0], [0.0, 0.0, 0.0], [0.0, 0.0, 0.0], [0.0, 0.0, 0.0], [0.0, 0.0, 0.0], [0.0, 0.0, 0.0], [0.0, 0.0, 0.0], [0.0, 0.0, 0.0], [-0.1, 0.0, 0.0], [0.0, 0.1, -0.1], [-0.1, -0.1, 0.2], [-0.2, -0.1, 0.0], [0.0, 0.1, -0.2], [0.0, 0.1, 0.1], [0.1, 0.1, 0.0], [0.0, 0.2, -0.1], [0.0, 0.0, 0.1], [-0.1, -0.1, 0.0], [0.1, -0.1, 0.1], [-0.2, 0.0, -0.1], [0.1, 0.0, -0.1], [-0.1, 0.0, 0.0], [0.1, 0.0, 0.1], [-0.1, -0.1, 0.0], [0.0, 0.0, 0.0], [-0.1, 0.0, 0.0], [0.0, 0.0, 0.0], [0.0, 0.0, -0.1], [0.0, 0.0, 0.0], [0.0, 0.0, 0.0], [0.0, 0.0, 0.0], [0.0, 0.0, 0.0], [0.1, 0.0, -0.1], [-0.1, 0.0, 0.0], [0.1, -0.1, -0.2], [0.0, -0.1, 0.0], [0.1, 0.1, 0.1], [0.1, 0.0, 0.0], [0.0, 0.0, 0.0], [0.0, 0.0, 0.0], [0.0, 0.0, 0.0], [0.0, 0.0, 0.0], [0.0, 0.0, 0.0], [0.0, 0.0, 0.0], [0.0, 0.0, 0.0], [-0.1, 0.0, -0.1], [0.0, 0.0, 0.0], [0.0, 0.0, 0.0], [-0.1, 0.0, 0.1], [0.0, 0.0, 0.0], [0.0, 0.0, 0.0], [0.1, 0.0, 0.1], [0.0, 0.0, 0.0], [0.0, 0.0, 0.0], [0.0, 0.0, 0.0], [0.0, 0.2, -0.1], [0.0, 0.0, 0.1], [0.0, 0.0, 0.1], [0.1, 0.0, 0.1], [0.0, 0.0, 0.0], [0.0, 0.0, 0.0], [0.0, 0.0, 0.0], [0.0, 0.0, 0.0], [0.0, 0.0, 0.0], [0.0, 0.0, 0.0], [0.0, 0.0, 0.0], [0.0, 0.0, 0.0], [0.0, 0.0, 0.0], [0.0, 0.0, -0.1], [0.0, 0.0, 0.0], [0.0, 0.0, 0.0], [0.0, 0.0, 0.0], [0.0, 0.0, 0.0], [0.0, 0.0, 0.0], [0.0, 0.0, 0.0], [0.1, 0.0, 0.0], [0.1, 0.0, 0.0], [0.0, 0.0, 0.1]], "lowdin_charge": [0.51, -0.07, -0.18, 0.06, -0.15, -0.17, -0.03, -0.09, -0.11, -0.03, -0.22, 0.00, -0.23, -0.04, -0.12, -0.09, -0.17, -0.03, -0.06, -0.14, 0.07, -0.15, 0.10, 0.09, 0.11, 0.09, 0.09, 0.07, 0.07, 0.09, 0.09, 0.11, 0.10, 0.09, 0.10, -0.18, -0.12, 0.15, -0.08, -0.25, -0.51, 0.01, -0.09, -0.17, -0.18, 0.19, -0.19, 0.17, 0.08, -0.22, -0.27, 0.11, -0.27, 0.12, -0.05, -0.26, -0.02, -0.30, -0.08, -0.42, 1.52, -0.30, -0.07, -0.02, 0.07, 0.06, 0.08, 0.12, 0.08, 0.09, -0.01, 0.05, 0.08, 0.06, 0.12, -0.21, 0.32, -0.21, -0.19, -0.37, 0.33, -0.21, -0.21, -0.20, 0.01, -0.01, 0.01, 0.01, 0.01, 0.01, 0.01, 0.02, 0.01, -0.07, 0.01, 0.01, 0.01, 0.00, 0.01, 0.01, 0.02, 0.00, 0.02]}